Entry 1:
{
  "formula": "C2H4N2O",
  "method": "the ωB97M-V functional and the def2-TZVPD basis",
  "elements": ["C", "C", "H", "H", "H", "H", "N", "N", "O"],
  "positions_angstrom": [[0.06094, -0.19851, 0.92543], [-0.00651, 0.25155, -1.46481], [-0.63429, 0.93421, 2.33840], [0.37446, -1.01589, 1.55752], [0.74517, -1.46055, -0.57020], [-0.40597, 1.23688, -1.09061], [-0.56492, 0.87115, 1.29848], [0.40836, -0.50065, -0.37478], [0.02276, -0.11818, -2.61943]],
  "forces_ev_per_a": [[-0.9, 1.3, 0.9], [-0.6, 0.6, -0.1], [0.0, -0.4, -1.2], [0.1, 0.0, 0.6], [-0.3, 1.1, 0.2], [0.3, -0.7, -0.6], [1.1, -1.3, 0.2], [0.0, -0.9, -1.0], [0.2, 0.2, 1.1]],
  "nbo_charge": [0.282, 0.537, 0.358, 0.157, 0.412, 0.150, -0.693, -0.644, -0.558],
  "charge": 0,
  "homo_energy_ev": -10.0,
  "total_energy_ev": -7166.2561,
  "smiles": "[H]/N=C/NC=O",
  "e_above_lowest_ev": 0.223,
  "orbital_gap_ev": 10.71,
  "spin_multiplicity": 1
}


Entry 2:
{
  "formula": "C2H6N2S2",
  "method": "the ωB97M-V functional and the def2-TZVPD basis",
  "elements": ["C", "C", "N", "N", "S", "S", "H", "H", "H", "H", "H", "H"],
  "positions_angstrom": [[-1.86666, -0.01601, -0.40888], [1.54730, 0.32604, 0.49954], [0.65886, -1.47509, -0.82936], [0.94420, -0.23464, -0.72465], [-0.98549, 1.25703, -0.73042], [-3.42331, -0.32043, 0.37879], [0.68559, 0.37948, 1.22885], [2.25633, -0.34290, 0.90158], [2.03329, 1.26363, 0.40657], [0.73480, -1.92651, 0.08893], [1.20806, 0.09633, -1.63379], [-3.79297, 0.99307, 0.82284]],
  "forces_ev_per_a": [[-1.5, -0.6, 1.0], [-2.4, -0.7, 0.5], [-0.7, -1.5, 0.4], [2.1, 0.7, -0.2], [-1.1, 0.3, 0.2], [1.5, 2.0, -0.4], [1.0, 0.2, -0.6], [0.9, -1.0, 0.3], [0.0, 1.0, -0.6], [-0.4, 0.3, -0.1], [0.2, 0.8, 0.0], [0.3, -1.4, -0.6]],
  "nbo_charge": [-0.506, -0.453, -0.419, -0.279, 0.125, 0.088, 0.216, 0.202, 0.222, 0.308, 0.392, 0.104],
  "charge": 0,
  "homo_energy_ev": [-7.2, -7.4],
  "total_energy_ev": -26817.0893,
  "e_above_lowest_ev": 4.725,
  "orbital_gap_ev": [6.74, 7.53],
  "spin_multiplicity": 1
}


| no. | maximum force (eV Å⁻¹) |
| --- | --- |
| 1 | 1.823 |
| 2 | 2.572 |